ORCA calculation (ωB97M-V with the def2-TZVPD basis set) on a molecular structure, C27H28F12N7O2PtS in a non-equilibrium geometry.

The geometry in XYZ format:
```
78
Properties=species:S:1:pos:R:3:forces:R:3:lowdin_charge:R:1
Pt -0.827610 0.518536 0.270605 4.14 0.94 -1.58 1.000
C -1.717982 -5.895022 2.077237 -0.02 0.11 0.00 -0.065
C -1.158000 -4.680763 1.395289 0.09 0.01 -0.06 -0.280
C -1.084196 -4.569742 0.013125 0.04 -0.11 0.20 -0.049
C -0.586701 -3.428419 -0.567683 0.08 0.37 0.09 -0.017
C -0.142965 -2.323758 0.188073 -0.52 -1.24 0.43 -0.267
N 0.261104 -1.196947 -0.464510 -1.53 2.19 1.12 -0.049
C 0.985228 -1.245476 -1.611754 0.72 0.18 -0.52 -0.235
C 2.004360 -2.220742 -1.695162 -0.16 0.07 0.15 -0.020
C 2.894879 -2.280538 -2.738198 -0.10 0.06 -0.14 -0.054
C 2.821665 -1.359513 -3.776470 -0.07 0.02 -0.05 -0.289
C 3.809572 -1.340858 -4.906425 -0.02 0.06 0.15 -0.069
C 1.807554 -0.413253 -3.734824 0.36 -0.39 0.03 -0.001
C 0.886595 -0.337839 -2.700399 -0.16 0.14 0.22 -0.050
C -0.275778 0.659053 -2.782786 -0.28 -0.61 -0.44 -0.384
O -0.487829 1.437569 -1.713811 -0.65 -0.30 1.83 -0.253
C -1.548923 -0.187786 -3.129340 -0.49 -0.44 -0.16 -0.542
F -2.026123 -0.837927 -2.066626 0.02 -0.06 0.09 0.128
F -2.574651 0.545779 -3.600288 -0.12 0.31 0.00 0.139
F -1.328159 -1.131668 -4.070713 0.24 -0.03 -0.15 0.136
C -0.138323 1.663587 -3.970332 -0.07 0.55 -0.34 -0.548
F 1.023678 2.339749 -3.954350 0.40 -0.03 0.28 0.135
F -0.238508 1.132632 -5.209192 0.00 -0.37 0.00 0.133
F -1.082207 2.611816 -3.923730 -0.21 0.08 0.19 0.145
C -0.211277 -2.446250 1.603578 -0.09 0.22 -0.22 -0.067
C -0.699222 -3.616815 2.161219 -0.18 -0.29 -0.31 0.005
C 0.343299 -1.347108 2.517564 0.54 -0.46 0.14 -0.375
O -0.065257 -0.088312 2.319497 -0.88 0.77 -1.21 -0.247
C 0.037624 -1.586747 4.025573 -0.02 0.14 0.67 -0.553
F 0.630028 -2.647912 4.619265 0.26 -0.31 -0.25 0.128
F -1.268626 -1.705432 4.277281 -0.40 -0.08 -0.28 0.154
F 0.439027 -0.527167 4.751232 0.09 0.26 0.08 0.129
C 1.908768 -1.437724 2.373842 0.59 0.01 -0.12 -0.523
F 2.589114 -0.957328 3.442817 -0.07 0.11 0.24 0.119
F 2.357574 -0.730636 1.332974 -0.13 0.09 -0.12 0.151
F 2.366832 -2.693518 2.209917 -0.09 -0.21 0.02 0.142
H -1.902005 -6.705291 1.375923 0.00 -0.08 -0.07 0.066
H -2.660181 -5.649045 2.566041 -0.12 -0.08 0.08 0.075
H -1.030326 -6.246900 2.843336 0.03 -0.14 0.11 0.072
H -1.418043 -5.383675 -0.617054 -0.08 -0.09 -0.04 0.103
H -0.553350 -3.337801 -1.644446 0.00 -0.01 -0.07 0.117
H 2.073913 -2.922214 -0.875932 0.11 -0.05 0.04 0.113
H 3.657932 -3.049348 -2.738532 0.08 -0.03 -0.02 0.104
H 4.331669 -2.291135 -4.993279 0.06 -0.08 -0.05 0.066
H 4.549319 -0.558205 -4.735574 0.17 0.03 -0.11 0.073
H 3.309928 -1.126241 -5.848912 0.02 -0.01 -0.14 0.071
H 1.759790 0.271462 -4.566652 -0.07 0.01 -0.01 0.106
H -0.729695 -3.750732 3.230910 -0.02 0.08 0.05 0.110
C 3.001238 3.558545 3.238257 -0.01 -0.24 -0.06 -0.085
C 2.469779 2.195217 2.795960 0.13 0.33 -0.02 -0.240
N 1.071115 2.300973 2.429747 0.04 -0.02 -0.29 -0.012
C 0.613055 2.781167 1.257928 0.78 0.50 0.71 -0.805
S -1.065784 2.973182 1.081025 -0.97 -1.04 -0.57 0.622
N 1.486812 3.311720 0.384989 0.24 -0.58 0.39 0.020
C 1.141331 3.793580 -0.937416 -0.41 0.43 -0.34 -0.271
C 1.019628 5.312465 -0.961859 0.14 -0.26 0.01 -0.085
H 4.044609 3.484127 3.533100 0.16 0.02 0.03 0.068
H 2.420849 3.912258 4.086309 -0.03 0.08 0.08 0.074
H 2.911994 4.286927 2.436448 0.02 0.14 -0.03 0.058
H 2.528312 1.498732 3.632988 -0.01 -0.06 -0.21 0.113
H 3.083123 1.785169 1.980629 -0.10 -0.09 0.11 0.112
H 0.460408 1.587403 2.832971 -0.04 -0.04 -0.10 0.090
H 2.450591 3.038641 0.512041 -0.09 0.02 0.04 0.126
H 0.196264 3.335157 -1.243288 0.37 0.00 0.02 0.061
H 1.922376 3.463344 -1.626460 -0.13 -0.08 0.04 0.120
H 0.244331 5.623878 -0.267124 -0.08 0.10 0.08 0.059
H 0.747071 5.638620 -1.961827 -0.04 0.09 -0.13 0.069
H 1.962987 5.782289 -0.684792 0.04 0.13 0.05 0.064
N -5.012304 2.447368 1.389263 -0.13 0.04 -0.11 0.190
C -5.668724 1.317636 1.054171 0.40 -0.14 0.18 -0.500
N -7.039532 1.345572 1.067571 0.05 0.20 -0.01 0.137
N -5.094073 0.188150 0.786287 -1.87 0.01 -0.24 0.116
C -3.818805 -0.006828 0.826816 1.49 -0.50 0.25 -0.315
N -2.708054 -0.339635 0.863079 -1.63 -0.39 0.41 0.062
H -5.507148 3.296027 1.598374 0.11 -0.08 0.05 0.105
H -4.002901 2.444098 1.430645 -0.02 0.02 -0.05 0.075
H -7.481980 2.209627 0.803526 -0.05 -0.01 0.02 0.093
H -7.470080 0.510193 0.702316 0.12 0.07 -0.04 0.102
```
Positions in Å, forces in eV/Å.

Total charge: -1
Calculated total energy, Eh: -3295.4800

ORCA calculation (ωB97M-V with the def2-TZVPD basis set) on 2 unconnected molecules or ions with the total composition C27H28F6N3 in a non-equilibrium geometry.

The geometry in XYZ format:
```
64
Properties=species:S:1:pos:R:3:forces:R:3:lowdin_charge:R:1
F -0.931577 -3.855282 4.640013 0.72 1.10 -0.03 0.131
C -0.016734 -2.842843 4.669900 0.78 -1.72 0.48 -0.505
F 0.575776 -2.874580 5.906529 -0.63 0.18 -1.15 0.126
F 0.967717 -3.169295 3.767105 -1.09 0.52 0.81 0.133
C -0.611209 -1.494512 4.370290 0.22 0.14 -0.01 -0.090
C 0.155773 -0.370199 4.676330 -0.33 0.05 -0.02 0.019
C -0.291780 0.876669 4.279301 0.04 0.38 -0.74 0.005
C -1.445920 1.009198 3.460559 -0.30 -0.83 0.88 -0.188
C -1.658859 2.254707 2.781134 1.14 0.43 0.11 0.106
C -2.109782 2.384796 1.433626 -0.48 0.29 -0.88 -0.163
C -2.423559 1.298205 0.562898 -0.09 -0.10 0.41 0.033
C -2.909316 1.516076 -0.714741 0.01 -0.20 0.22 0.027
C -3.076908 2.820161 -1.180363 0.15 0.18 0.39 -0.072
C -3.721156 3.042894 -2.520243 -0.83 0.29 -1.83 -0.507
F -4.184952 4.321071 -2.662824 0.47 -1.18 0.31 0.128
F -2.871084 2.817811 -3.569898 -0.61 0.14 1.22 0.140
F -4.788643 2.203733 -2.702742 1.03 0.75 0.35 0.131
C -2.659099 3.907465 -0.411537 -0.05 -0.18 -0.17 0.016
C -2.165656 3.684645 0.858958 0.30 0.02 0.64 0.016
C -2.289164 -0.126356 3.326580 0.37 0.33 -0.41 -0.001
C -1.853429 -1.373765 3.756987 -0.37 0.10 -0.05 0.024
H 1.086883 -0.474686 5.219078 -0.04 -0.01 -0.05 0.139
H 0.315921 1.760714 4.478264 -0.15 -0.23 -0.04 0.119
H -1.115215 3.118863 3.182657 -0.25 -0.50 -0.29 0.112
H -2.251496 0.276658 0.898217 -0.11 0.27 -0.14 0.116
H -3.183751 0.669723 -1.343282 0.11 0.23 0.13 0.141
H -2.751604 4.918840 -0.794668 0.05 -0.18 0.05 0.131
H -1.812798 4.526783 1.457272 -0.29 -0.17 -0.13 0.138
H -3.255446 -0.017286 2.827038 0.31 -0.11 0.22 0.129
H -2.479239 -2.251518 3.597349 0.22 0.21 0.07 0.137
C -0.566071 4.442630 5.509408 0.39 0.00 0.05 -0.048
N -1.432295 3.585974 6.295724 -0.58 -0.12 -0.39 -0.143
C -1.233623 3.634502 7.738519 0.26 -0.03 0.22 -0.042
C -2.615451 3.145674 5.730386 0.69 -0.43 0.10 -0.344
N -2.909194 3.585963 4.535303 -0.16 0.38 0.01 0.062
C -4.244657 3.769019 4.022380 -1.10 -0.29 -0.12 -0.198
C -4.413627 5.145778 3.401517 -0.09 0.00 -0.24 -0.214
C -4.574243 5.282413 2.017121 0.39 0.20 0.33 -0.070
C -4.422350 6.533105 1.413240 -0.17 0.12 0.27 -0.080
C -4.294334 7.673992 2.216388 -0.03 -0.20 0.05 -0.079
C -4.347374 7.553897 3.611344 0.00 -0.13 0.10 -0.073
C -4.380383 6.287514 4.204900 0.09 0.15 -0.32 -0.040
N -3.249181 2.160693 6.468697 0.13 -0.01 -0.18 -0.127
C -2.388863 1.096528 7.014076 -0.02 -0.13 0.19 -0.053
C -4.583271 1.702789 6.101877 -0.16 -0.04 0.12 -0.050
H -1.080214 4.697810 4.585457 0.04 0.21 0.17 0.069
H -0.316995 5.350715 6.074195 -0.05 -0.19 -0.19 0.099
H 0.369082 3.917231 5.258279 -0.09 0.21 0.18 0.084
H -2.018468 3.084546 8.259478 0.21 0.33 -0.11 0.075
H -0.259471 3.196454 8.004736 -0.26 0.10 -0.02 0.104
H -1.240936 4.683542 8.082165 -0.01 -0.34 -0.16 0.103
H -4.450163 3.007989 3.252462 -0.22 0.19 0.06 0.108
H -5.022316 3.665718 4.797962 0.33 0.00 -0.35 0.103
H -4.785415 4.392898 1.423879 0.24 0.19 0.04 0.106
H -4.401123 6.609875 0.322512 -0.19 0.09 0.37 0.104
H -4.178358 8.657728 1.760140 -0.08 -0.28 0.11 0.107
H -4.352302 8.443320 4.252046 0.08 -0.34 -0.37 0.110
H -4.391550 6.177235 5.294019 0.14 0.10 -0.35 0.118
H -1.375941 1.180376 6.605504 -0.27 0.00 0.34 0.076
H -2.361358 1.132519 8.111325 0.08 -0.19 -0.28 0.092
H -2.791963 0.122830 6.709655 0.08 0.20 0.05 0.092
H -5.326615 2.473863 6.338308 0.12 -0.33 -0.22 0.094
H -4.635591 1.403013 5.043075 -0.12 0.13 0.28 0.087
H -4.820179 0.827978 6.716096 0.05 0.24 -0.12 0.096
```
Positions in Å, forces in eV/Å.

Total charge: +1
Calculated total energy, Eh: -1808.8379

ORCA calculation (ωB97M-V with the def2-TZVPD basis set) on a molecular structure, C27H28NO4SV.

The geometry in XYZ format:
```
62
Properties=species:S:1:pos:R:3:forces:R:3:lowdin_spin:R:1
V -0.488160 0.527680 0.378816 0.06 0.49 -0.28 1.895
O 1.292041 -0.508984 0.218039 -0.04 -0.04 -0.27 0.017
C 1.989177 -0.804156 1.470939 0.00 -0.02 0.23 0.003
C 0.916504 -0.634618 2.575726 0.17 -0.10 0.14 0.006
O 1.133843 -0.987898 3.702427 0.04 -0.02 -0.08 0.005
O -0.179206 -0.042441 2.169779 -0.44 0.34 -0.36 0.017
C 3.087635 0.234062 1.616830 0.00 -0.03 -0.03 0.000
C 2.939093 1.354824 2.424980 0.02 0.01 0.00 0.000
C 3.920662 2.335265 2.436924 -0.02 0.00 0.01 0.000
C 5.047506 2.206590 1.640301 0.00 0.00 0.00 0.000
C 5.199882 1.089777 0.831866 0.00 0.00 -0.01 0.000
C 4.225868 0.104381 0.823247 0.02 0.01 0.01 0.000
C 2.490411 -2.231862 1.448814 -0.05 -0.02 -0.07 0.000
C 2.029443 -3.141861 0.505982 0.01 0.01 0.00 0.000
C 2.474817 -4.456898 0.532269 0.01 -0.01 0.01 0.000
C 3.372199 -4.868147 1.503620 0.01 -0.02 -0.01 0.000
C 3.825976 -3.960692 2.452125 -0.01 0.01 0.00 0.000
C 3.388993 -2.647258 2.425990 0.02 -0.02 0.02 0.000
H 1.919350 -0.101182 -0.398670 -0.02 0.00 0.02 0.003
H 2.066761 1.466060 3.056720 -0.01 0.00 0.00 0.000
H 3.797138 3.205652 3.067120 0.00 0.00 0.00 0.000
H 5.805818 2.978058 1.646139 0.00 0.00 0.00 0.000
H 6.078923 0.982603 0.210349 0.00 0.00 0.00 0.000
H 4.358708 -0.781205 0.211500 -0.01 0.00 0.00 0.000
H 1.323903 -2.830072 -0.252525 0.00 0.00 0.01 0.000
H 2.113923 -5.158867 -0.208046 0.00 0.00 0.00 0.000
H 3.717749 -5.893319 1.524032 0.00 0.00 0.00 0.000
H 4.522532 -4.276991 3.217185 0.00 0.00 0.00 0.000
H 3.735670 -1.942341 3.169770 0.00 0.00 0.00 0.000
C -2.411778 -2.413920 -1.619413 0.03 0.02 -0.03 0.001
C -2.052519 -1.364952 -2.675660 -0.05 -0.07 0.02 0.000
C -0.543337 -1.123993 -2.728599 0.03 0.00 -0.03 0.009
C -2.879444 -0.101605 -2.544194 -0.05 0.12 0.10 -0.001
C -3.706758 0.254246 -3.605177 0.05 0.02 -0.02 0.000
C -4.522713 1.368426 -3.548841 -0.05 0.01 -0.07 -0.002
C -4.542222 2.140263 -2.401676 -0.01 0.02 0.06 0.000
C -3.748583 1.829613 -1.303871 0.09 -0.08 -0.09 -0.003
C -3.879759 2.662508 -0.043401 -0.04 0.00 0.03 0.000
C -4.490192 1.855270 1.106970 0.01 0.04 -0.01 0.000
C -2.599276 3.374670 0.398374 0.00 -0.01 0.01 0.006
C -2.898881 0.717577 -1.405795 -0.31 -0.01 -0.17 0.004
O -2.123716 0.427457 -0.326864 0.58 -0.29 0.34 -0.008
H -1.850728 -3.335012 -1.791239 0.00 0.00 0.00 0.000
H -3.475032 -2.651763 -1.653007 -0.01 0.00 0.01 0.000
H -2.181146 -2.056950 -0.614809 -0.01 -0.03 0.00 0.001
H -2.328521 -1.781140 -3.648374 -0.02 -0.01 0.02 0.000
H -0.118361 -1.039608 -1.728618 0.03 0.07 0.09 0.005
H -0.293682 -0.223511 -3.290947 0.01 -0.01 0.00 0.000
H -0.043667 -1.973458 -3.198836 0.00 0.00 0.00 0.001
H -3.706505 -0.364932 -4.494615 0.01 -0.01 0.00 0.000
H -5.153388 1.625114 -4.389549 0.00 0.00 -0.01 0.000
H -5.198673 3.000498 -2.343811 0.00 0.01 0.01 0.000
H -4.597602 3.448226 -0.297306 0.01 -0.01 0.00 0.000
H -3.828854 1.045500 1.414319 0.00 -0.01 0.00 0.000
H -5.446245 1.420287 0.814038 -0.01 0.00 0.00 0.000
H -4.659629 2.500399 1.971018 0.00 0.00 0.01 0.000
H -1.923698 2.702397 0.932162 -0.02 0.04 0.01 0.005
H -2.847244 4.182442 1.088837 0.01 0.00 0.01 0.000
H -2.054312 3.797302 -0.445548 0.00 0.00 0.00 0.000
S 2.365467 3.961889 -0.845918 0.06 0.07 0.00 0.023
C 1.239652 2.862797 -0.650705 -0.07 -0.07 -0.08 0.018
N 0.394172 2.037786 -0.531190 -0.08 -0.38 0.45 -0.007
```
Positions in Å, forces in eV/Å.

2S+1: 3
Total charge: 0
Calculated total energy, Eh: -2743.6821

ORCA calculation (ωB97M-V with the def2-TZVPD basis set) on a molecular structure, C27H28NOPPtS2 in a non-equilibrium geometry.

The geometry in XYZ format:
```
61
Properties=species:S:1:pos:R:3:forces:R:3:lowdin_charge:R:1
Pt -0.493416 0.322833 0.217561 -0.41 2.53 1.73 0.791
C -4.450064 2.486039 -0.131277 0.16 0.10 0.11 -0.047
C -4.919253 2.268173 1.156979 0.21 -0.04 -0.05 -0.045
C -4.027747 1.870774 2.135984 0.02 0.19 -0.15 -0.001
C -2.690322 1.662384 1.800000 -0.19 0.02 0.34 -0.225
N -2.265061 1.832271 0.538876 1.08 -1.43 0.20 0.036
C -3.108003 2.259326 -0.390625 -0.34 0.18 -0.47 -0.138
C -1.690888 1.203492 2.770198 0.19 -0.26 0.04 -0.206
C -1.811399 1.506660 4.127158 0.07 0.05 -0.20 -0.043
C -0.878127 1.044877 5.035771 -0.07 0.06 0.14 -0.091
C 0.148811 0.226335 4.596222 -0.05 0.10 -0.08 -0.084
C 0.264238 -0.081247 3.249099 0.16 -0.24 -0.14 -0.113
C -0.614712 0.423229 2.294826 -0.50 -0.56 -0.92 -0.204
H -5.111002 2.819080 -0.917287 0.05 0.02 -0.07 0.110
H -5.965655 2.401618 1.387868 -0.07 0.02 0.04 0.111
H -4.359179 1.696687 3.146693 -0.01 -0.06 0.08 0.112
H -2.697033 2.437956 -1.376334 0.04 -0.19 0.00 0.090
H -2.622339 2.138087 4.462068 -0.06 0.05 0.06 0.106
H -0.951752 1.322849 6.078065 -0.04 -0.04 0.04 0.101
H 0.866872 -0.171344 5.300855 0.04 -0.01 0.03 0.103
H 1.059816 -0.750118 2.953005 -0.10 0.04 -0.04 0.062
S 0.976999 -0.726181 -4.012331 0.13 -0.18 0.22 0.197
P 1.423938 0.227275 -2.359610 0.22 0.22 -0.79 0.030
S 0.061282 1.603125 -1.761417 0.05 -0.39 -0.08 0.257
C 3.051287 1.065686 -2.466874 -0.48 -0.15 -0.06 -0.378
C 4.123127 0.305669 -2.915522 0.02 -0.02 0.00 -0.101
C 5.385453 0.862077 -2.963561 0.11 -0.06 -0.01 -0.081
C 5.580452 2.175312 -2.565891 0.02 0.09 -0.01 -0.089
C 4.506842 2.934865 -2.134732 0.12 0.11 0.01 -0.085
C 3.238262 2.384724 -2.084503 -0.11 -0.07 0.03 -0.109
C 1.805155 -0.891889 -0.953374 -0.48 0.63 -0.12 -0.409
C 2.133578 -0.338940 0.292000 0.03 0.10 -0.06 -0.155
C 2.684551 -1.166028 1.264596 0.04 -0.34 0.12 -0.096
C 2.837529 -2.524147 1.029556 0.11 0.27 0.31 -0.068
C 2.481497 -3.066566 -0.194016 -0.19 0.12 -0.37 -0.061
C 1.979796 -2.245977 -1.192349 -0.04 -0.52 0.15 -0.105
H 3.957446 -0.715535 -3.232595 0.00 -0.05 -0.05 0.095
H 6.218071 0.271037 -3.310846 0.13 -0.07 -0.05 0.102
H 6.567679 2.610546 -2.599820 0.11 0.03 -0.01 0.100
H 4.655690 3.959845 -1.831993 0.04 0.13 0.02 0.101
H 2.394729 2.973914 -1.749119 -0.01 -0.02 0.02 0.063
H 2.125200 0.737735 0.448627 -0.02 -0.05 -0.09 0.105
H 3.027057 -0.741834 2.196375 -0.01 0.03 0.08 0.108
H 3.266319 -3.156764 1.793747 0.04 -0.02 0.06 0.107
H 2.627766 -4.118755 -0.390962 0.00 -0.08 0.02 0.109
H 1.747944 -2.641617 -2.172548 -0.06 0.04 -0.05 0.072
C -3.053182 -0.355359 -2.593057 0.18 -0.30 0.26 -0.075
C -2.466699 -1.692205 -2.183781 -0.10 -0.02 -0.37 -0.272
O -1.987724 -1.622707 -0.847643 -0.14 0.12 0.11 -0.241
C -1.795282 -2.899054 -0.275650 0.10 -0.30 0.24 -0.283
C -1.327835 -2.708771 1.156091 -0.07 0.01 -0.43 -0.074
H -3.399290 -0.401081 -3.622136 -0.01 0.01 -0.11 0.083
H -2.295349 0.416516 -2.504016 0.08 0.09 -0.12 0.002
H -3.891602 -0.108055 -1.946098 -0.14 0.05 0.05 0.070
H -1.646513 -1.980742 -2.855779 -0.06 0.05 0.09 0.096
H -3.244114 -2.467377 -2.231992 0.06 0.00 -0.01 0.118
H -1.056324 -3.470038 -0.861597 -0.08 0.10 0.07 0.122
H -2.744881 -3.458703 -0.304257 0.13 0.09 -0.01 0.122
H -0.383473 -2.152627 1.147362 -0.04 -0.13 0.16 0.038
H -1.177900 -3.667722 1.648342 0.03 -0.06 0.02 0.082
H -2.071268 -2.129614 1.705669 0.10 -0.02 0.07 0.078
```
Positions in Å, forces in eV/Å.

Total charge: 0
Calculated total energy, Eh: -2432.7010